1 | A 2-piece molecular cluster, C3H12N3O overall. Source: the OMol25 dataset; level of theory: wB97M-V/def2-TZVPD.

The geometry in ORCA input format:
```
! wB97M-V def2-TZVPD RIJCOSX def2/J DEFGRID3
* xyz 1 1
N 0.11602 3.17047 0.14947
C -0.96825 2.55680 -0.39578
N -1.02443 1.34810 -0.82505
H 0.69836 2.64503 0.81888
H -0.10792 4.11288 0.43447
H -1.82971 3.24541 -0.55246
H -1.97442 1.17682 -1.17482
C 0.28460 -1.67171 1.12483
O -0.38013 -2.86519 1.59487
C 0.57476 -1.96318 -0.34137
N 0.82173 -0.69757 -1.09451
H 1.23160 -1.46620 1.66109
H -0.36968 -0.79217 1.21046
H -0.80453 -2.69759 2.49553
H 1.48140 -2.56066 -0.48754
H -0.30357 -2.48530 -0.77540
H 1.61870 -0.21939 -0.77272
H 0.01063 0.00967 -0.96501
H 0.92482 -0.84622 -2.10495
*
```

Properties
Highest occupied orbital energy, eV: -13.84
Gap between HOMO and LUMO, eV: 10.84

Table of Mulliken atomic charges, one value per atom, all in e: atom 1 (N): -0.418, atom 2 (C): 0.038, atom 3 (N): -0.627, atom 4 (H): 0.235, atom 5 (H): 0.274, atom 6 (H): 0.275, atom 7 (H): 0.148, atom 8 (C): -0.361, atom 9 (O): -0.511, atom 10 (C): -0.528, atom 11 (N): -0.205, atom 12 (H): 0.278, atom 13 (H): 0.343, atom 14 (H): 0.328, atom 15 (H): 0.343, atom 16 (H): 0.337, atom 17 (H): 0.365, atom 18 (H): 0.308, atom 19 (H): 0.378

=====

2 | A 2-piece molecular cluster, C3H12N3O overall. Source: the OMol25 dataset; level of theory: wB97M-V/def2-TZVPD.

The geometry in ORCA input format:
```
! wB97M-V def2-TZVPD RIJCOSX def2/J DEFGRID3
* xyz 1 1
C 1.95128 1.72942 0.15049
C 0.19590 0.14872 1.11746
N 1.13540 0.50029 0.13327
N -0.47051 1.18474 1.78159
N 0.02929 -1.18532 1.29417
H 1.55648 -0.14525 -0.46105
H 1.39962 2.67620 -0.05404
H 2.71027 1.55994 -0.69857
H -0.66720 2.09332 1.47066
H -1.11612 0.95535 2.50132
H 0.33354 -1.81307 0.58674
H -0.58545 -1.54450 2.02196
H 2.60349 2.00718 1.01416
C -1.95814 -1.39629 -2.08189
O -0.67525 -0.80663 -1.85833
H -0.09402 -1.09738 -2.60126
H -2.70365 -0.80624 -1.76738
H -1.81218 -2.26516 -1.52788
H -2.21635 -1.55649 -3.19756
*
```

Properties
Highest occupied orbital energy, eV: -13.89
Gap between HOMO and LUMO, eV: 10.79

Table of Mulliken atomic charges, one value per atom, all in e: atom 1 (C): -0.932, atom 2 (C): 0.664, atom 3 (N): -0.107, atom 4 (N): -0.378, atom 5 (N): -0.335, atom 6 (H): 0.249, atom 7 (H): 0.305, atom 8 (H): 0.310, atom 9 (H): 0.222, atom 10 (H): 0.219, atom 11 (H): 0.219, atom 12 (H): 0.224, atom 13 (H): 0.333, atom 14 (C): -0.617, atom 15 (O): -0.487, atom 16 (H): 0.309, atom 17 (H): 0.262, atom 18 (H): 0.273, atom 19 (H): 0.266

=====

Stability summary: most stable 1, least stable 2.

=====

1 | One molecule with the formula C2H4Cl2FN. Source: the OMol25 dataset; level of theory: wB97M-V/def2-TZVPD.

The geometry in ORCA input format:
```
! wB97M-V def2-TZVPD RIJCOSX def2/J DEFGRID3
* xyz 0 1
F 0.26744 2.10228 0.22671
N -0.63432 1.22048 -0.48081
C -0.54894 -0.06686 0.19365
C 0.81983 -0.70495 -0.17917
Cl 0.58674 -1.71790 -1.71981
Cl 1.56143 -1.93375 1.02608
H -1.51570 1.65787 -0.11180
H -1.42168 -0.73530 0.11251
H -0.58145 0.00897 1.35643
H 1.46666 0.16916 -0.42379
*
```

Properties
Highest occupied orbital energy, eV: -10.87
SMILES string: FNCC(Cl)Cl
Gap between HOMO and LUMO, eV: 11.61

Table of Mulliken atomic charges, one value per atom, all in e: atom 1 (F): -0.212, atom 2 (N): -0.332, atom 3 (C): -0.491, atom 4 (C): -0.028, atom 5 (Cl): -0.183, atom 6 (Cl): -0.172, atom 7 (H): 0.311, atom 8 (H): 0.443, atom 9 (H): 0.329, atom 10 (H): 0.335

=====

2 | One molecule with the formula C2H4Cl2FN. Source: the OMol25 dataset; level of theory: wB97M-V/def2-TZVPD.

The geometry in ORCA input format:
```
! wB97M-V def2-TZVPD RIJCOSX def2/J DEFGRID3
* xyz 0 1
F 1.50344 -0.66131 1.34438
N 1.11462 -0.83794 -0.00988
C 0.38754 0.31381 -0.44524
C -1.11018 0.17163 0.29776
Cl -1.89125 -1.32822 -0.13555
Cl -2.06128 1.57472 -0.24026
H 1.99695 -0.98302 -0.49723
H 0.23645 0.22696 -1.51924
H 0.80770 1.28195 -0.16983
H -0.98399 0.24142 1.37511
*
```

Properties
Highest occupied orbital energy, eV: -10.19
SMILES string: FNCC(Cl)Cl
Gap between HOMO and LUMO, eV: 11.08

Table of Mulliken atomic charges, one value per atom, all in e: atom 1 (F): -0.212, atom 2 (N): -0.210, atom 3 (C): -0.640, atom 4 (C): 0.004, atom 5 (Cl): -0.137, atom 6 (Cl): -0.179, atom 7 (H): 0.251, atom 8 (H): 0.419, atom 9 (H): 0.380, atom 10 (H): 0.324

=====

Stability summary: most stable 2, least stable 1.

=====

1 | C18H29ClNO2P2Zn as an isolated structure. Source: the OMol25 dataset; level of theory: wB97M-V/def2-TZVPD.

The geometry in ORCA input format:
```
! wB97M-V def2-TZVPD RIJCOSX def2/J DEFGRID3
* xyz 1 1
Zn 0.00000 0.00000 0.00000
P -2.25570 0.42730 -0.39160
C -2.12000 0.81720 -2.15210
C -0.84110 1.34670 -2.64270
N 0.24930 1.06700 -1.88970
C 1.47450 1.46060 -2.31830
C 1.64580 2.18500 -3.50030
C 0.51510 2.49230 -4.26450
C -0.74680 2.06560 -3.83580
C 2.65010 1.08800 -1.41930
P 2.25140 -0.41710 -0.33440
H -1.62670 2.28230 -4.42260
H 2.62860 2.50030 -3.81910
H 0.61670 3.04890 -5.18480
H 3.54560 0.89090 -2.00880
H 2.86290 1.93600 -0.76800
H -2.26830 -1.21540 -4.01680
H -3.02840 1.08260 -2.67240
H -0.70740 -3.65830 -2.59510
O -2.04710 -2.16250 -4.33300
H -2.71860 -2.43230 -5.02660
H -0.27690 -1.41650 0.46650
O -0.18590 -4.10360 -1.81780
H 0.56340 -3.48550 -1.57690
C 2.79170 -1.81910 -1.47100
H 3.82730 -1.68150 -1.78200
H 2.70980 -2.77670 -0.95560
H 2.16460 -1.84600 -2.36280
C 3.62280 -0.34940 0.95150
H 3.60780 -1.25200 1.56250
H 4.59710 -0.26940 0.46950
H 3.48070 0.51400 1.60230
C -3.02860 1.89240 0.38580
H -3.99870 2.10470 -0.06180
H -3.17060 1.72440 1.45300
H -2.39290 2.76900 0.26420
C -3.41550 -0.97970 -0.23520
H -3.62460 -1.17950 0.81540
H -4.35930 -0.76490 -0.73510
H -2.99220 -1.88620 -0.66690
Cl 0.53340 4.04550 3.09450
C 0.52290 2.35350 3.58250
C 0.71420 2.05230 4.93740
C 0.71420 0.72620 5.37150
C 0.52260 -0.30610 4.45410
C 0.32720 -0.01550 3.10200
C 0.32390 1.31250 2.64620
C 0.11480 1.62400 1.18450
H 0.86340 2.84770 5.65650
H 0.86330 0.49790 6.41920
H 0.52480 -1.33500 4.79120
H 0.18650 -0.83680 2.42840
H -0.65740 2.37410 1.13200
H 1.02640 2.13970 0.82210
*
```

Properties
Highest occupied orbital energy (alpha / beta), eV: -11.03 / -10.75
Gap between HOMO and LUMO (alpha / beta), eV: 6.05 / 5.48

Table of Mulliken atomic charges, one value per atom, all in e: atom 1 (Zn): 0.837, atom 2 (P): 0.774, atom 3 (C): -1.781, atom 4 (C): 1.367, atom 5 (N): 0.503, atom 6 (C): 0.583, atom 7 (C): -0.914, atom 8 (C): -0.411, atom 9 (C): -1.059, atom 10 (C): -1.598, atom 11 (P): 0.464, atom 12 (H): 0.496, atom 13 (H): 0.535, atom 14 (H): 0.451, atom 15 (H): 0.654, atom 16 (H): 0.424, atom 17 (H): 0.338, atom 18 (H): 0.590, atom 19 (H): 0.329, atom 20 (O): -0.618, atom 21 (H): 0.318, atom 22 (H): -0.339, atom 23 (O): -0.663, atom 24 (H): 0.272, atom 25 (C): -1.408, atom 26 (H): 0.419, atom 27 (H): 0.419, atom 28 (H): 0.442, atom 29 (C): -1.217, atom 30 (H): 0.395, atom 31 (H): 0.430, atom 32 (H): 0.367, atom 33 (C): -1.387, atom 34 (H): 0.440, atom 35 (H): 0.393, atom 36 (H): 0.422, atom 37 (C): -1.231, atom 38 (H): 0.377, atom 39 (H): 0.440, atom 40 (H): 0.394, atom 41 (Cl): -0.199, atom 42 (C): 0.182, atom 43 (C): -0.383, atom 44 (C): -0.494, atom 45 (C): -1.025, atom 46 (C): -0.257, atom 47 (C): 0.152, atom 48 (C): -0.892, atom 49 (H): 0.434, atom 50 (H): 0.394, atom 51 (H): 0.405, atom 52 (H): 0.263, atom 53 (H): 0.535, atom 54 (H): 0.637

=====

2 | C18H29ClNO2P2Zn as an isolated structure. Source: the OMol25 dataset; level of theory: wB97M-V/def2-TZVPD.

The geometry in ORCA input format:
```
! wB97M-V def2-TZVPD RIJCOSX def2/J DEFGRID3
* xyz 1 1
Zn 0.06031 -0.02071 0.15645
P 0.44927 -2.32483 0.53053
C 0.68110 -2.76743 -1.19610
C 0.05236 -1.81053 -2.15735
N -0.08821 -0.52636 -1.74749
C -0.51295 0.41536 -2.62353
C -0.85379 0.07041 -3.93656
C -0.72563 -1.22871 -4.32718
C -0.27490 -2.18828 -3.45783
C -0.57212 1.86719 -2.14708
P 0.46667 2.13873 -0.67362
H -0.14610 -3.26067 -3.71696
H -1.19756 0.88940 -4.59936
H -0.97567 -1.52551 -5.37252
H -0.24685 2.53666 -2.95325
H -1.60998 2.14328 -1.90858
H 1.86390 -2.62096 -1.41466
H 0.60003 -3.82994 -1.44660
H 3.35159 -1.43104 -1.09938
O 3.14897 -2.05251 -1.86886
H 3.81729 -2.77404 -1.83950
H 2.73571 0.06397 0.62062
O 3.32771 -0.28916 -0.06197
H 3.99525 0.41032 -0.02836
C 2.07343 2.55998 -1.45615
H 1.90990 3.38897 -2.16675
H 2.78285 2.88391 -0.67433
H 2.48098 1.68819 -1.99928
C -0.13687 3.70377 0.02554
H 0.55146 4.01904 0.82200
H -0.18794 4.48544 -0.74612
H -1.13128 3.55100 0.46544
C -1.01221 -3.17104 1.19051
H -0.87456 -4.25861 1.23994
H -1.19419 -2.80022 2.21157
H -1.90847 -2.96260 0.59824
C 1.82872 -3.10683 1.42456
H 1.64935 -2.98455 2.50552
H 1.87192 -4.18597 1.19739
H 2.79396 -2.63496 1.17664
Cl -4.44229 0.69343 1.67629
C -3.11064 1.14638 2.66527
C -3.33787 1.72985 3.91214
C -2.22667 2.10699 4.69422
C -0.91952 1.90228 4.24264
C -0.70423 1.29962 3.00045
C -1.80581 0.90184 2.17162
C -1.70036 0.27718 0.84802
H -4.37171 1.87467 4.23492
H -2.42034 2.56716 5.66540
H -0.06976 2.20580 4.85794
H 0.31605 1.12546 2.65208
H -1.98848 -0.78120 0.82064
H -2.06186 0.89042 0.01279
*
```

Properties
Highest occupied orbital energy, eV: -10.30
Gap between HOMO and LUMO, eV: 7.52

Table of Mulliken atomic charges, one value per atom, all in e: atom 1 (Zn): 0.210, atom 2 (P): 0.573, atom 3 (C): -1.133, atom 4 (C): 0.579, atom 5 (N): 1.101, atom 6 (C): 0.690, atom 7 (C): -1.002, atom 8 (C): -0.392, atom 9 (C): -0.989, atom 10 (C): -1.620, atom 11 (P): 0.462, atom 12 (H): 0.459, atom 13 (H): 0.481, atom 14 (H): 0.372, atom 15 (H): 0.678, atom 16 (H): 0.429, atom 17 (H): 0.060, atom 18 (H): 0.739, atom 19 (H): 0.397, atom 20 (O): -0.672, atom 21 (H): 0.340, atom 22 (H): 0.080, atom 23 (O): -0.595, atom 24 (H): 0.298, atom 25 (C): -1.284, atom 26 (H): 0.403, atom 27 (H): 0.361, atom 28 (H): 0.341, atom 29 (C): -1.233, atom 30 (H): 0.373, atom 31 (H): 0.419, atom 32 (H): 0.349, atom 33 (C): -1.395, atom 34 (H): 0.431, atom 35 (H): 0.382, atom 36 (H): 0.445, atom 37 (C): -1.235, atom 38 (H): 0.418, atom 39 (H): 0.419, atom 40 (H): 0.304, atom 41 (Cl): -0.191, atom 42 (C): 0.512, atom 43 (C): -0.554, atom 44 (C): -0.381, atom 45 (C): -1.012, atom 46 (C): 0.041, atom 47 (C): -0.112, atom 48 (C): -1.132, atom 49 (H): 0.413, atom 50 (H): 0.370, atom 51 (H): 0.386, atom 52 (H): 0.054, atom 53 (H): 0.864, atom 54 (H): 0.698

=====

Stability summary: most stable 2, least stable 1.

=====

1 | One molecule with the formula CH3NS2. Source: the OMol25 dataset; level of theory: wB97M-V/def2-TZVPD.

The geometry in ORCA input format:
```
! wB97M-V def2-TZVPD RIJCOSX def2/J DEFGRID3
* xyz 0 1
S -2.29403 1.00966 -0.08185
C -0.84779 0.30199 -0.43699
N 0.03080 -0.11526 0.50784
S 1.35360 -0.96897 -0.07188
H -0.40019 0.22493 -1.44751
H -0.16169 -0.45016 1.47499
H 2.31930 -0.00219 0.05540
*
```

Properties
Highest occupied orbital energy, eV: -8.80
SMILES string: S=CNS
Gap between HOMO and LUMO, eV: 9.06

Table of Mulliken atomic charges, one value per atom, all in e: atom 1 (S): -0.292, atom 2 (C): -0.055, atom 3 (N): -0.238, atom 4 (S): -0.160, atom 5 (H): 0.281, atom 6 (H): 0.308, atom 7 (H): 0.155

=====

2 | One molecule with the formula CH3NS2. Source: the OMol25 dataset; level of theory: wB97M-V/def2-TZVPD.

The geometry in ORCA input format:
```
! wB97M-V def2-TZVPD RIJCOSX def2/J DEFGRID3
* xyz 0 1
N 1.47596 0.57248 -0.06722
S -0.19951 1.13777 -0.28692
C -1.18681 -0.23606 -0.01311
S -2.80958 -0.24698 -0.03624
H 1.77622 -0.19688 -0.67838
H 1.48726 0.26870 0.92635
H -0.54354 -1.29902 0.15551
*
```

Properties
Highest occupied orbital energy, eV: -8.87
SMILES string: NSC=S
Gap between HOMO and LUMO, eV: 8.59

Table of Mulliken atomic charges, one value per atom, all in e: atom 1 (N): -0.569, atom 2 (S): 0.127, atom 3 (C): -0.108, atom 4 (S): -0.221, atom 5 (H): 0.276, atom 6 (H): 0.289, atom 7 (H): 0.205

=====

3 | One molecule with the formula CH3NS2. Source: the OMol25 dataset; level of theory: wB97M-V/def2-TZVPD.

The geometry in ORCA input format:
```
! wB97M-V def2-TZVPD RIJCOSX def2/J DEFGRID3
* xyz 0 1
S 1.02565 0.67350 -1.74416
C -0.01647 0.80254 -0.41629
N -0.07309 -0.26883 0.24816
S -1.06448 -0.59232 1.49990
H 0.87176 -0.74011 -1.25713
H -0.48135 1.71643 -0.01448
H -0.26201 -1.59121 1.68401
*
```

Properties
Highest occupied orbital energy, eV: -8.31
SMILES string: S/C=N/S
Gap between HOMO and LUMO, eV: 9.12

Table of Mulliken atomic charges, one value per atom, all in e: atom 1 (S): -0.305, atom 2 (C): 0.116, atom 3 (N): -0.414, atom 4 (S): -0.110, atom 5 (H): 0.240, atom 6 (H): 0.324, atom 7 (H): 0.147

=====

Stability summary: most stable 1, least stable 3.